[1]
The following is a quantum chemistry calculation of a 2-piece molecular cluster, C15H25N3O6S overall at a distorted geometry, from OMol25.

The geometry in ORCA input format:
```
! RIJCOSX wB97M-V def2-TZVPD def2/J DEFGRID3
* xyz 0 1
O 4.931 -0.205 0.466
O 1.681 -2.647 -2.019
O -1.082 4.833 -3.152
O 1.169 3.866 -3.094
O -0.518 2.972 -4.633
O 0.193 -0.655 -0.315
C 4.154 -1.094 0.767
C 1.686 -3.140 -0.900
C -3.186 3.378 2.352
C -2.109 2.513 2.138
C -4.154 3.507 1.352
C -2.031 1.799 0.934
C -4.020 2.766 0.168
N 1.396 -4.436 -0.746
N 3.037 -1.285 0.064
N -2.978 1.931 -0.014
C 4.475 -1.986 1.949
C 1.311 -5.196 0.503
C -2.854 1.173 -1.272
C -2.307 2.047 -2.398
C 0.759 -0.721 1.985
C -0.833 2.392 -2.155
C 1.948 -2.249 0.320
C 0.638 -1.535 0.696
S -0.260 3.625 -3.338
H 0.494 -1.006 -1.168
H -3.260 3.955 3.272
H -1.329 2.411 2.890
H -4.992 4.188 1.482
H -1.178 1.149 0.744
H -4.757 2.884 -0.624
H 1.238 -4.934 -1.611
H 2.931 -0.670 -0.732
H 4.546 -3.019 1.617
H 3.710 -1.875 2.713
H 5.437 -1.679 2.360
H 2.290 -5.238 0.985
H 0.587 -4.740 1.181
H 0.988 -6.217 0.289
H -3.834 0.781 -1.562
H -2.187 0.316 -1.130
H -2.900 2.964 -2.484
H -2.395 1.509 -3.348
H 1.442 0.117 1.837
H 1.132 -1.354 2.790
H -0.221 -0.342 2.268
H -0.206 1.506 -2.260
H -0.675 2.824 -1.168
H 2.220 -2.890 1.153
H -0.128 -2.296 0.849
*
```

relative energy (zero: lowest compared OMol25 entry of this formula, charge and spin)	41.9	kJ/mol
M	375.45	g mol⁻¹
gap between HOMO and LUMO	5.434	eV

---

[2]
The following is a quantum chemistry calculation of C15H25N4O4SSn as an isolated structure, from OMol25.

The geometry in ORCA input format:
```
! RIJCOSX wB97M-V def2-TZVPD def2/J DEFGRID3
* xyz 1 1
Sn 0.129 -0.106 -0.574
N -0.055 -0.053 1.718
C -0.186 -1.298 2.521
C -1.607 -1.579 3.000
C -2.551 -2.236 1.997
C -3.148 -1.316 0.938
N -2.255 -1.150 -0.221
H 0.830 0.401 1.936
H -0.779 0.624 1.951
H 0.465 -1.221 3.393
H 0.177 -2.122 1.909
H -2.062 -0.656 3.379
H -1.514 -2.244 3.860
H -3.380 -2.679 2.550
H -2.028 -3.065 1.509
H -3.337 -0.325 1.356
H -4.115 -1.719 0.627
H -2.778 -0.739 -0.990
H -1.932 -2.057 -0.548
C 4.582 -0.517 0.625
C 3.203 -1.009 0.262
O 2.337 -0.126 0.092
C 2.948 -2.424 0.138
C 4.013 -3.335 0.346
C 3.834 -4.688 0.292
C 2.547 -5.189 0.027
C 1.494 -4.343 -0.189
C 1.651 -2.936 -0.155
O 0.599 -2.205 -0.386
H 4.551 0.566 0.707
H 5.303 -0.797 -0.144
H 4.917 -0.947 1.568
H 5.003 -2.952 0.549
H 4.664 -5.360 0.453
H 2.389 -6.259 -0.010
H 0.504 -4.722 -0.407
S 1.001 3.550 1.990
C 1.195 4.873 0.886
N 0.607 4.876 -0.285
C 0.915 6.110 -1.015
C 2.042 6.732 -0.167
N 1.945 5.954 1.080
H 0.183 3.989 -0.612
H 0.032 6.749 -1.048
H 1.227 5.891 -2.033
H 1.878 7.789 0.023
H 3.026 6.599 -0.617
H 2.509 6.115 1.896
O 0.057 2.261 0.006
O -0.290 2.844 1.309
*
```

relative energy (zero: lowest compared OMol25 entry of this formula, charge and spin)	19.0	kJ/mol
M	476.17	g mol⁻¹
gap between HOMO and LUMO	7.941	eV

---

[3]
The following is a quantum chemistry calculation of C15H25N5O5Sn as an isolated structure at a distorted geometry, from OMol25.

The geometry in ORCA input format:
```
! RIJCOSX wB97M-V def2-TZVPD def2/J DEFGRID3
* xyz 0 1
O 2.762 1.073 -2.290
H 3.609 1.375 -2.649
Sn 0.390 -0.229 -0.701
N -1.819 -0.640 -1.458
N 0.393 -0.634 -2.914
O -3.020 -0.947 -0.792
O 1.413 -0.492 -3.840
C -1.936 -0.996 -2.724
C -0.719 -1.066 -3.487
C -3.278 -1.451 -3.169
C -0.589 -1.596 -4.866
H -4.052 -0.721 -2.902
H -3.529 -2.413 -2.704
H -3.298 -1.586 -4.252
H 0.263 -2.283 -4.922
H -0.411 -0.789 -5.587
H -1.499 -2.130 -5.151
H -2.882 -0.636 0.120
H 2.039 0.109 -3.332
O 0.072 -2.592 -0.178
H -0.767 -3.063 -0.019
H 0.780 -3.222 0.051
C 2.042 2.224 -1.744
H 2.406 2.419 -0.719
H 0.960 2.010 -1.718
H 2.200 3.115 -2.386
O -1.847 2.354 0.031
H -2.345 2.860 -0.623
H -1.474 3.039 0.619
N 1.119 -0.976 2.284
C 1.860 0.230 2.357
C 3.149 0.169 2.920
C 3.852 1.365 3.043
C 3.271 2.538 2.550
C 2.014 2.474 1.946
N 1.318 1.328 1.863
C -0.257 -0.872 2.628
C -0.647 -1.328 3.906
C -1.908 -0.978 4.363
C -2.737 -0.231 3.509
C -2.289 0.083 2.229
N -1.090 -0.332 1.755
H 1.560 -1.683 2.856
H 3.503 -0.800 3.264
H 4.841 1.380 3.507
H 3.782 3.497 2.592
H 1.539 3.358 1.510
H 0.100 -1.861 4.498
H -2.247 -1.274 5.356
H -3.724 0.102 3.810
H -2.875 0.718 1.557
*
```

relative energy (zero: lowest compared OMol25 entry of this formula, charge and spin)	145.0	kJ/mol
M	474.11	g mol⁻¹
gap between HOMO and LUMO (alpha / beta)	4.045 / 4.044	eV

---

[4]
The following is a quantum chemistry calculation of a 3-piece molecular cluster, C15H26BN5O4 overall at a distorted geometry, from OMol25.

The geometry in ORCA input format:
```
! RIJCOSX wB97M-V def2-TZVPD def2/J DEFGRID3
* xyz 0 1
N 0.857 1.676 5.641
C 0.919 1.614 4.482
C 1.039 1.459 3.056
B 2.015 0.225 2.775
O 1.882 -0.987 3.420
O 3.029 0.389 1.903
C -0.340 1.341 2.339
C -0.320 0.082 1.601
N -0.371 -0.921 1.006
C -1.505 1.228 3.315
C -2.846 1.013 2.658
N -3.810 0.576 3.677
C -0.510 2.434 1.275
O -0.053 3.707 1.654
O -0.628 4.058 2.919
H 1.559 2.345 2.718
H 1.347 -1.599 2.910
H 3.658 -0.325 2.016
H -1.575 2.119 3.913
H -1.353 0.395 3.987
H -3.197 1.916 2.170
H -2.816 0.238 1.903
H -3.642 1.048 4.552
H -4.737 0.785 3.347
H -1.528 2.470 0.919
H 0.103 2.165 0.429
H 0.139 4.100 3.496
C 1.393 -2.024 -1.211
C 2.116 -2.610 -2.417
C 2.857 -3.911 -2.092
C 3.875 -3.685 -1.063
N 4.667 -3.507 -0.254
H 2.090 -1.756 -0.417
H 0.858 -1.118 -1.491
H 0.669 -2.729 -0.806
H 2.824 -1.875 -2.805
H 1.389 -2.806 -3.208
H 3.348 -4.308 -2.980
H 2.160 -4.667 -1.728
C -0.097 0.805 -4.170
C -0.803 -0.268 -4.990
C -2.330 -0.161 -4.917
C -2.797 -0.308 -3.536
N -3.141 -0.422 -2.449
H -0.333 0.717 -3.109
H 0.984 0.711 -4.273
H -0.382 1.804 -4.503
H -0.488 -1.253 -4.642
H -0.494 -0.184 -6.033
H -2.798 -0.935 -5.524
H -2.663 0.807 -5.291
*
```

SMILES string	N#C[C@@H](B(O)O)[C@@](C#N)(CCN)COO.CCCC#N.CCCC#N
M	351.22	g mol⁻¹
gap between HOMO and LUMO	9.885	eV

---

[5]
The following is a quantum chemistry calculation of C15H26Br15NPS2 as an isolated structure at a distorted geometry, from OMol25.

The geometry in ORCA input format:
```
! RIJCOSX wB97M-V def2-TZVPD def2/J DEFGRID3
* xyz 1 1
C -3.419 2.666 1.292
C -3.480 1.252 1.223
P -2.628 0.455 -0.209
C -1.283 -0.750 0.308
C -0.409 -1.047 -0.985
C 1.105 -0.592 -0.833
S 1.671 -0.117 -2.535
C 2.597 1.457 -2.391
S 3.617 1.988 -3.581
N 2.351 2.212 -1.173
C 1.583 3.447 -1.412
C 0.043 3.016 -1.486
C 3.578 2.432 -0.371
C 3.207 2.034 1.136
H -3.867 3.242 0.451
H -2.955 3.194 2.163
H -4.044 0.702 2.045
H -1.967 1.479 -0.956
H -3.548 -0.204 -1.076
H -0.702 -0.407 1.195
H -1.794 -1.709 0.593
H -0.832 -0.426 -1.829
H -0.490 -2.115 -1.311
H 1.739 -1.442 -0.486
H 1.187 0.305 -0.162
H 1.724 4.209 -0.600
H 1.825 3.919 -2.408
H -0.084 2.426 -2.430
H -0.086 2.273 -0.645
H -0.654 3.880 -1.392
H 3.924 3.492 -0.328
H 4.386 1.739 -0.706
H 2.132 2.350 1.262
H 3.188 0.912 1.207
H 3.885 2.502 1.885
C 2.967 6.424 2.235
Br 4.598 5.801 1.401
Br 1.482 6.432 0.991
Br 2.551 5.423 3.839
H 3.135 7.453 2.536
C -2.808 -1.588 4.833
Br -3.373 -3.317 4.177
Br -1.018 -1.645 5.567
Br -2.979 -0.222 3.460
H -3.477 -1.316 5.643
C 2.214 2.489 -7.823
Br 1.288 3.868 -6.827
Br 4.134 2.734 -7.774
Br 1.697 0.715 -7.243
H 1.908 2.585 -8.859
C -0.500 -6.582 3.205
Br -0.462 -6.176 5.097
Br -2.257 -7.154 2.628
Br 0.160 -5.102 2.140
H 0.176 -7.415 3.043
C -4.224 -10.425 0.339
Br -5.094 -9.027 1.362
Br -2.299 -10.223 0.326
Br -4.757 -12.185 0.938
H -4.560 -10.322 -0.687
*
```

M	1514.05	g mol⁻¹
gap between HOMO and LUMO	6.171	eV

---

[6]
The following is a quantum chemistry calculation of a 8-piece molecular cluster, C15H26F3N2O15 overall at a distorted geometry, from OMol25.

The geometry in ORCA input format:
```
! RIJCOSX wB97M-V def2-TZVPD def2/J DEFGRID3
* xyz -1 1
N -0.365 0.429 -0.511
H -0.526 -0.055 -1.383
H 0.555 0.822 -0.646
H -0.322 -0.204 0.275
H -1.102 1.101 -0.354
N 1.061 1.342 -3.976
H 0.132 1.064 -3.696
H 1.358 0.704 -4.701
H 1.656 1.325 -3.160
H 0.996 2.271 -4.366
C -4.822 1.512 -1.521
C -3.562 2.346 -1.209
O -3.405 3.526 -1.639
O -2.628 1.814 -0.608
H -5.198 1.147 -0.565
H -4.703 0.806 -2.342
H -5.667 2.140 -1.801
C -2.056 -1.492 -4.960
C -1.568 -0.294 -4.146
O -1.605 0.807 -4.698
O -1.160 -0.431 -2.964
H -2.690 -1.293 -5.824
H -2.670 -2.113 -4.308
H -1.199 -2.138 -5.150
C 3.489 2.987 -0.024
C 2.079 2.616 -0.519
O 1.830 1.789 -1.369
O 1.135 3.211 0.059
H 3.465 4.002 0.372
H 4.310 2.894 -0.735
H 3.706 2.329 0.817
C -1.301 -3.312 4.078
C -2.550 -3.372 3.293
O -2.126 -3.197 1.926
C -1.047 -2.413 1.984
O -0.606 -1.768 1.073
O -0.525 -2.420 3.235
F -3.361 -2.377 3.593
H -0.883 -4.318 4.055
H -1.425 -2.859 5.062
H -3.068 -4.324 3.416
C 1.525 1.233 3.535
C 0.254 1.998 3.343
O -0.389 1.612 4.571
C 0.038 0.435 4.985
O -0.437 -0.159 5.891
O 1.143 0.085 4.332
F -0.427 1.577 2.292
H 2.207 1.840 4.131
H 2.027 0.959 2.608
H 0.404 3.078 3.320
C 3.804 -1.890 0.025
C 2.329 -1.735 0.157
O 1.935 -1.333 -1.152
C 2.896 -1.547 -1.996
O 2.714 -1.355 -3.153
O 3.996 -1.945 -1.355
F 2.114 -0.745 1.002
H 4.052 -2.893 0.374
H 4.355 -1.152 0.608
H 1.829 -2.668 0.418
*
```

relative energy (zero: lowest compared OMol25 entry of this formula, charge and spin)	58.2	kJ/mol
M	531.37	g mol⁻¹
gap between HOMO and LUMO	5.342	eV

---

[7]
The following is a quantum chemistry calculation of C15H26GeNO5PPdSe as an isolated structure, from OMol25.

The geometry in ORCA input format:
```
! RIJCOSX wB97M-V def2-TZVPD def2/J DEFGRID3
* xyz 0 3
Pd 0.150 -0.248 0.386
O 2.342 -3.375 -1.262
C 1.574 -2.528 -0.844
O 1.880 -1.529 -0.079
C 0.085 -2.649 -1.241
C -0.448 -3.688 -1.984
C -1.815 -3.671 -2.246
C -2.618 -2.644 -1.769
C -2.023 -1.636 -1.027
N -0.718 -1.679 -0.813
C -2.759 -0.448 -0.373
O -3.964 -0.376 -0.548
O -2.018 0.339 0.316
H 0.205 -4.475 -2.333
H -2.256 -4.472 -2.826
H -3.684 -2.606 -1.944
C 2.953 3.356 1.908
P 2.448 1.750 1.273
C 3.397 1.453 -0.222
C 3.002 0.511 2.452
O 0.950 1.710 1.045
H 4.025 3.368 2.110
H 2.410 3.574 2.826
H 2.717 4.126 1.175
H 4.465 1.528 -0.009
H 3.130 2.189 -0.980
H 3.175 0.447 -0.585
H 4.068 0.625 2.652
H 2.828 -0.478 2.023
H 2.449 0.610 3.387
C -1.155 -4.153 4.990
Ge 0.447 -4.116 3.872
C 0.168 -5.104 2.210
C 1.995 -4.779 4.864
C 0.822 -2.253 3.338
Se -0.699 -1.462 2.418
C -1.072 0.061 3.554
H -1.401 -5.184 5.247
H -2.011 -3.721 4.470
H -0.999 -3.603 5.918
H -0.225 -6.101 2.406
H 1.102 -5.203 1.656
H -0.549 -4.584 1.571
H 1.841 -5.813 5.173
H 2.162 -4.180 5.760
H 2.896 -4.740 4.252
H 1.642 -2.254 2.617
H 1.098 -1.613 4.176
H -1.447 -0.290 4.512
H -1.829 0.635 3.024
H -0.172 0.658 3.675
*
```

relative energy (zero: lowest compared OMol25 entry of this formula, charge and spin)	0.0	kJ/mol
<S²>	2.0065
M	589.34	g mol⁻¹
gap between HOMO and LUMO (alpha / beta)	8.269 / 7.840	eV

---

[8]
The following is a quantum chemistry calculation of C15H26O as an isolated structure at a distorted geometry, from OMol25.

The geometry in ORCA input format:
```
! RIJCOSX wB97M-V def2-TZVPD def2/J DEFGRID3
* xyz 0 1
C 3.715 -0.704 2.293
C 4.337 -0.150 1.132
C 4.097 -0.506 -0.306
C 5.346 -0.994 -0.947
H 6.014 -0.309 -1.006
H 5.099 -1.306 -1.919
H 5.625 -1.946 -0.235
O 3.092 -1.728 -0.375
H 2.963 -2.040 -1.252
C 3.326 0.498 -1.109
H 2.870 0.326 -2.027
H 3.961 1.370 -1.437
C 2.159 1.095 -0.518
C 0.959 0.503 -0.104
C -0.288 0.862 -0.005
C -1.505 -0.083 0.487
C -2.355 -0.235 -0.794
C -3.578 -1.051 -0.515
C -4.597 -0.585 -0.092
C -5.789 -1.686 0.315
H -6.072 -1.782 1.163
H -5.538 -2.621 0.038
H -6.668 -1.368 -0.303
C -5.148 0.726 0.629
H -4.403 1.612 -0.138
H -6.007 0.948 0.110
H -5.076 0.510 1.544
H -3.327 -1.865 -0.911
H -2.819 0.905 -0.935
H -1.800 -0.451 -1.651
H -1.982 0.380 1.194
H -1.100 -1.088 0.415
C -0.552 2.389 0.188
H -1.613 2.399 0.512
H 0.085 2.798 0.826
H -0.454 2.996 -0.788
H 1.144 -0.642 -0.309
H 2.496 1.705 0.811
H 1.829 2.170 -1.015
H 4.731 0.839 1.306
H 3.958 -0.419 3.360
H 2.865 -1.476 2.363
*
```

relative energy (zero: lowest compared OMol25 entry of this formula, charge and spin)	1361.8	kJ/mol
M	222.37	g mol⁻¹
gap between HOMO and LUMO	8.947	eV

---

[9]
The following is a quantum chemistry calculation of C15H27AsClN4O2PdSbSe4 as an isolated structure at a distorted geometry, from OMol25.

The geometry in ORCA input format:
```
! RIJCOSX wB97M-V def2-TZVPD def2/J DEFGRID3
* xyz -2 1
Pd 1.090 2.083 2.779
N -0.200 0.289 0.389
C -1.298 0.001 -0.531
C -2.166 -1.147 0.001
C -3.305 -1.654 -0.887
C -4.422 -0.632 -1.068
N -3.923 0.539 -1.777
C -4.096 1.712 -1.270
N -4.833 2.024 -0.178
N -3.547 2.808 -1.924
C -0.809 -0.334 -1.941
O -1.686 -0.056 -2.908
O 0.265 -0.826 -2.204
H -0.289 -0.300 1.210
H -0.329 1.237 0.742
H -1.908 0.901 -0.621
H -2.579 -0.811 0.957
H -1.490 -1.984 0.219
H -3.728 -2.545 -0.413
H -2.933 -1.970 -1.868
H -4.813 -0.405 -0.071
H -5.238 -1.084 -1.643
H -2.587 0.229 -2.514
H -4.930 1.310 0.540
H -4.588 2.910 0.246
H -2.881 2.518 -2.627
H -3.122 3.452 -1.261
C 4.302 0.663 2.250
As 2.478 0.602 1.594
C 2.704 1.252 -0.213
C 2.243 -1.337 1.364
C 2.984 -1.850 0.168
C 2.347 -1.910 -1.072
C 3.036 -2.349 -2.192
C 4.366 -2.736 -2.095
C 5.004 -2.689 -0.863
C 4.316 -2.249 0.259
H 4.972 0.210 1.521
H 4.368 0.137 3.202
H 4.547 1.712 2.399
H 1.855 0.936 -0.818
H 3.652 0.924 -0.635
H 2.700 2.330 -0.104
H 1.169 -1.498 1.267
H 2.584 -1.797 2.291
H 1.306 -1.616 -1.156
H 2.522 -2.388 -3.144
H 4.900 -3.077 -2.973
H 6.039 -2.997 -0.773
H 4.815 -2.222 1.221
Cl 2.745 3.691 2.230
Se -1.687 3.124 0.889
Sb -2.422 1.956 2.941
Se -2.536 3.830 4.546
Se -4.452 0.608 2.868
Se -0.511 0.479 3.645
*
```

relative energy (zero: lowest compared OMol25 entry of this formula, charge and spin)	158.3	kJ/mol
M	949.80	g mol⁻¹
gap between HOMO and LUMO	5.108	eV